Entry 1:
C3H4Cl2O | ωB97M-V/def2-TZVPD

Geometry as XYZ:
```
10
Properties=species:S:1:pos:R:3
C 0.233 -0.472 -0.318
C 1.002 0.484 0.475
C -2.082 -0.147 -0.708
O -1.112 -0.319 0.113
Cl 2.713 0.492 -0.022
Cl -3.401 0.410 0.255
H 0.336 -0.463 -1.513
H 0.510 -1.613 -0.143
H 1.122 0.145 1.452
H 0.678 1.483 0.409
```

The gap between HOMO and LUMO comes out at 9.94 eV. Its spin multiplicity is 1. The value obtained for the LUMO energy is 0.3913 eV. The calculation puts the energy at -30265.2701 eV. The calculation puts the HOMO energy at -0.3510 Eh. The calculation puts the strongest force on any atom at 5.621 eV Å⁻¹.

Atomic partial charges in e from the Löwdin method, atoms 1 to 2:
1. C -0.302
2. C -0.569


Entry 2:
C3H4Cl2S | ωB97M-V/def2-TZVPD

Geometry as XYZ:
```
10
Properties=species:S:1:pos:R:3
C -0.213 1.607 0.345
C 0.397 0.467 0.369
C -0.204 -0.843 0.814
S 2.371 0.253 -0.811
Cl -0.680 -1.916 -0.629
Cl 3.089 -1.294 0.220
H 0.354 2.477 -0.038
H -1.045 2.040 0.917
H 0.437 -1.641 1.385
H -1.167 -0.617 1.381
```

The gap between HOMO and LUMO comes out at 8.65 eV. Its spin multiplicity is 1. The value obtained for the LUMO energy is -0.4126 eV. The calculation puts the energy at -39053.2904 eV. The calculation puts the HOMO energy at -0.3330 Eh. The calculation puts the strongest force on any atom at 3.687 eV Å⁻¹.

Atomic partial charges in e from the Löwdin method, atoms 1 to 2:
1. C -0.038
2. C -0.437


Entry 3:
C3H4Cl2S | ωB97M-V/def2-TZVPD

Geometry as XYZ:
```
10
Properties=species:S:1:pos:R:3
C -2.197 0.298 0.130
C -0.922 0.470 0.173
C 3.188 0.243 0.765
S 0.203 -0.608 -0.663
Cl 2.705 1.059 -0.594
Cl 3.427 -1.364 0.383
H -2.517 -0.561 -0.450
H -3.087 0.714 0.765
H -0.403 1.329 0.771
H -0.399 -1.581 -1.280
```

The gap between HOMO and LUMO comes out at 8.15 eV. Its spin multiplicity is 1. The value obtained for the LUMO energy is -0.7197 eV. The calculation puts the energy at -39051.2544 eV. The calculation puts the HOMO energy at -0.3260 Eh. The calculation puts the strongest force on any atom at 4.663 eV Å⁻¹.

Atomic partial charges in e from the Löwdin method, atoms 1 to 2:
1. C -0.141
2. C -0.595


Entry 4:
C3H4Cl2Si | ωB97M-V/def2-TZVPD

Geometry as XYZ:
```
10
Properties=species:S:1:pos:R:3
C -2.155 -1.722 -0.669
C -1.254 -0.919 -0.621
C 1.376 0.103 0.713
Si -0.015 0.416 -0.552
Cl 2.411 1.553 0.757
Cl 2.356 -1.317 0.181
H -2.919 -2.444 -0.715
H 1.064 -0.111 1.735
H -1.274 3.333 0.921
H 0.409 1.108 -1.749
```

The gap between HOMO and LUMO (alpha / beta) comes out at 9.59 / 7.34 eV. Its spin multiplicity is 1. The value obtained for the LUMO energy (alpha / beta) is -1.0312 / -0.3494 eV. The calculation puts the energy at -36092.2717 eV. The calculation puts the HOMO energy (alpha / beta) at -0.3905 / -0.2825 Eh. The calculation puts the strongest force on any atom at 1.527 eV Å⁻¹.

Atomic partial charges in e from the Löwdin method, atoms 1 to 2:
1. C 0.039
2. C -0.305


Entry 5:
C3H4Cl2Si | ωB97M-V/def2-TZVPD

Geometry as XYZ:
```
10
Properties=species:S:1:pos:R:3
C 2.419 1.087 -0.202
C 1.514 0.344 0.126
Si 0.134 -0.943 0.421
C -1.333 0.022 -0.432
Cl -1.600 1.605 0.237
Cl -2.788 -1.216 -0.107
H 2.871 2.016 -0.387
H -0.154 -0.576 1.955
H 0.367 -2.374 -0.061
H -1.432 0.035 -1.550
```

The gap between HOMO and LUMO comes out at 10.82 eV. Its spin multiplicity is 1. Its SMILES is C#C[SiH2]C(Cl)Cl. The value obtained for the LUMO energy is 0.4440 eV. The calculation puts the energy at -36095.6135 eV. The calculation puts the HOMO energy at -0.3815 Eh. The calculation puts the strongest force on any atom at 2.725 eV Å⁻¹.

Atomic partial charges in e from the Löwdin method, atoms 1 to 2:
1. C 0.018
2. C -0.292


Entry 6:
C3H4Cl2Si | ωB97M-V/def2-TZVPD

Geometry as XYZ:
```
10
Properties=species:S:1:pos:R:3
C -0.028 1.903 1.171
C -0.588 0.770 0.902
C 0.402 0.658 1.997
Si -0.590 -1.845 -2.194
Cl -1.954 -1.663 -3.665
Cl 1.084 -0.744 -2.606
H 0.169 2.881 1.131
H 1.436 0.556 1.688
H 0.209 0.601 3.030
H -0.139 -3.117 -1.455
```

The gap between HOMO and LUMO (alpha / beta) comes out at 8.63 / 6.28 eV. Its spin multiplicity is 1. The value obtained for the LUMO energy (alpha / beta) is -0.5760 / -1.2097 eV. The calculation puts the energy at -36093.5456 eV. The calculation puts the HOMO energy (alpha / beta) at -0.3382 / -0.2752 Eh. The calculation puts the strongest force on any atom at 4.526 eV Å⁻¹.

Atomic partial charges in e from the Löwdin method, atoms 1 to 2:
1. C -0.057
2. C 0.022


Entry 7:
C3H4Cl2Si | ωB97M-V/def2-TZVPD

Geometry as XYZ:
```
10
Properties=species:S:1:pos:R:3
C 1.233 -0.740 -0.764
C 0.443 -0.448 0.231
C 0.242 0.054 -1.692
Si -0.583 0.482 1.436
Cl -2.434 0.268 0.751
Cl -0.505 -0.291 3.273
H 1.934 -1.585 -0.922
H 0.233 1.060 -1.669
H -0.504 -0.635 -2.258
H -0.058 1.834 1.614
```

The gap between HOMO and LUMO (alpha / beta) comes out at 6.57 / 8.98 eV. Its spin multiplicity is 3. The value obtained for the LUMO energy (alpha / beta) is 0.4881 / -1.5703 eV. The calculation puts the energy at -36094.5498 eV. Its expectation value of S² is 2.015. The calculation puts the HOMO energy (alpha / beta) at -0.2236 / -0.3878 Eh. The calculation puts the strongest force on any atom at 6.972 eV Å⁻¹.

Atomic partial charges in e from the Löwdin method, atoms 1 to 2:
1. C -0.125
2. C -0.246


Entry 8:
C3H4Cl3NS | ωB97M-V/def2-TZVPD

Geometry as XYZ:
```
12
Properties=species:S:1:pos:R:3
H 0.825 1.475 -0.330
N 1.797 1.421 -0.225
C 2.204 0.240 -0.165
S 1.386 -1.300 -0.070
C -0.259 -0.667 0.153
C 3.743 0.063 -0.022
Cl 4.811 1.416 -0.651
Cl 4.160 -0.120 1.697
Cl 4.209 -1.332 -0.856
H -0.209 -0.224 1.147
H -0.986 -1.387 0.206
H -0.490 -0.173 -0.775
```

The gap between HOMO and LUMO comes out at 10.08 eV. Its spin multiplicity is 1. Its SMILES is [H]/N=C(\SC)C(Cl)(Cl)Cl. The value obtained for the LUMO energy is 0.4633 eV. The calculation puts the energy at -53067.3392 eV. The calculation puts the HOMO energy at -0.3532 Eh. The calculation puts the strongest force on any atom at 2.776 eV Å⁻¹.

Atomic partial charges in e from the Löwdin method, atoms 1 to 2:
1. H 0.021
2. N 0.128


Copy entry 3 word for word.
C3H4Cl2S | ωB97M-V/def2-TZVPD

Geometry as XYZ:
```
10
Properties=species:S:1:pos:R:3
C -2.197 0.298 0.130
C -0.922 0.470 0.173
C 3.188 0.243 0.765
S 0.203 -0.608 -0.663
Cl 2.705 1.059 -0.594
Cl 3.427 -1.364 0.383
H -2.517 -0.561 -0.450
H -3.087 0.714 0.765
H -0.403 1.329 0.771
H -0.399 -1.581 -1.280
```

The gap between HOMO and LUMO comes out at 8.15 eV. Its spin multiplicity is 1. The value obtained for the LUMO energy is -0.7197 eV. The calculation puts the energy at -39051.2544 eV. The calculation puts the HOMO energy at -0.3260 Eh. The calculation puts the strongest force on any atom at 4.663 eV Å⁻¹.

Atomic partial charges in e from the Löwdin method, atoms 1 to 2:
1. C -0.141
2. C -0.595